(1)
The following is a quantum chemistry calculation of a molecular structure, C5H6Br9CaO2 in a non-equilibrium geometry, from the Open Molecules 2025 dataset.

Atoms and positions in Å:
Ca: -3.3354 -1.8762 2.2481
C: 0.0620 -0.6628 0.2554
C: -1.0538 -1.4997 0.7896
O: -0.9907 -1.8699 1.9853
O: -2.0744 -1.7158 0.1376
H: 0.9810 -1.2366 0.3757
H: 0.1667 0.2935 0.7679
H: -0.0861 -0.5826 -0.8215
C: 2.5328 1.9431 2.8828
Br: 2.1547 3.8222 3.4804
Br: 1.3013 0.6438 3.9460
Br: 4.5016 1.4759 3.1502
H: 2.2103 1.8350 1.8472
C: -1.3293 3.8269 -1.0269
Br: -3.2264 4.2648 -0.5736
Br: -1.2604 2.9435 -2.8028
Br: -0.5599 2.7922 0.4805
H: -0.7854 4.7677 -1.1113
C: 0.2860 -3.8475 -3.2118
Br: 0.3198 -4.0299 -5.0718
Br: -0.2484 -5.3721 -2.1550
Br: -0.8566 -2.2794 -2.7268
H: 1.2905 -3.6361 -2.8452

The value obtained for the HOMO energy (spin up / spin down) is -5.47 / -9.81 eV. The energy comes out at -24188.28352 Ha. The HOMO-LUMO gap (spin up / spin down) comes out at 4.61 / 8.95 eV. The expectation value of S² is 0.750. The spin multiplicity is 2.


(2)
The following is a quantum chemistry calculation of a molecular structure, C17H5Cl4N2O9STaTe in a non-equilibrium geometry, from the Open Molecules 2025 dataset.

Atoms and positions in Å:
Ta: 0.7366 0.3747 0.5153
O: -0.0626 0.1515 4.0940
C: 0.0966 -0.5684 3.1642
O: 1.1099 -0.4221 2.2355
C: -0.8164 -1.6906 2.7349
C: -1.1389 -2.7953 3.4854
C: -1.8119 -3.8362 2.8723
C: -2.0634 -3.8507 1.5195
C: -1.7123 -2.7451 0.7755
C: -1.1967 -1.6077 1.3847
O: -0.9774 -0.4491 0.7395
N: -1.7592 -2.8624 -0.6918
O: -0.9115 -2.2572 -1.3177
O: -2.6609 -3.5129 -1.1777
N: -2.1869 -5.0173 3.6770
O: -2.7502 -5.9286 3.1062
O: -1.8850 -5.0082 4.8533
H: -0.8657 -2.8725 4.5281
H: -2.4923 -4.7210 1.0457
Cl: 5.7746 1.3350 -3.8991
C: 4.2222 1.1020 -3.1994
C: 3.1100 0.8902 -4.0111
Cl: 3.2848 0.8248 -5.7201
C: 1.8391 0.7326 -3.4459
Cl: 0.4325 0.4823 -4.3991
C: 1.7152 0.7900 -2.0803
O: 0.5617 0.6680 -1.3524
C: 2.8446 0.9117 -1.2665
O: 2.5517 0.7976 0.0602
C: 4.0908 1.1107 -1.8066
Cl: 5.4300 1.3392 -0.7556
Te: 0.0468 2.5878 1.8246
C: -0.7005 3.6851 0.2117
C: -2.0177 3.8875 -0.0664
C: -2.2132 4.7099 -1.2155
C: -1.0371 5.1018 -1.7784
S: 0.3041 4.4884 -0.9181
H: -2.8171 3.4667 0.5288
H: -3.1857 4.9891 -1.6005
H: -0.8886 5.7187 -2.6540

The value obtained for the HOMO energy is -8.94 eV. The energy comes out at -4001.43663 Ha. The HOMO-LUMO gap comes out at 7.34 eV. The spin multiplicity is 1.


(3)
The following is a quantum chemistry calculation of CHNO4S in the gas phase in a non-equilibrium geometry, from the Open Molecules 2025 dataset.

Atoms and positions in Å:
O: -2.2733 0.9425 1.0318
C: -1.1401 0.7823 0.9921
N: 0.0380 0.8425 1.2157
O: 1.1278 0.4868 0.4059
S: 0.5668 -0.5982 -0.6802
O: -0.2047 0.0749 -1.6507
O: 0.0812 -1.8274 -0.1861
H: 1.8044 -0.7034 -1.1285

The value obtained for the HOMO energy is -11.11 eV. The energy comes out at -792.48419 Ha. The HOMO-LUMO gap comes out at 11.09 eV. The spin multiplicity is 1.